Computed, not measured: a 4-piece molecular cluster, C27H35BN2O10P overall in a non-equilibrium geometry, with the ωB97M-V functional and the def2-TZVPD basis.

XYZ file:
```
76
Properties=species:S:1:pos:R:3:mulliken_charge:R:1
H -0.0986 6.4014 0.3514 0.484
C -3.5068 7.2219 2.1437 -0.434
C -2.6405 8.2123 1.9090 -0.390
H 0.7806 2.8538 1.7052 0.291
H 1.5137 -1.3383 -3.6351 0.323
C -0.0630 -0.9088 -2.0471 -0.107
C -1.9166 5.5800 1.0754 -0.275
H -0.6951 2.5532 -3.7128 0.522
C -3.2081 5.8323 1.7448 0.366
C 1.3424 1.9841 -4.2638 0.410
C 2.6930 2.5130 -4.5382 -0.403
H 3.4539 1.7863 -4.7968 0.452
H 3.4716 -3.9355 -0.4862 0.275
H -1.0499 -4.8518 3.5980 0.518
O -3.9995 4.9249 1.9610 -0.563
C -0.4544 0.3739 0.8994 -0.353
H -4.5790 -2.7506 1.3330 0.353
C 0.5499 4.2668 -3.8399 -0.490
H -0.8355 -0.9762 -2.9546 0.406
H -0.6972 -2.1354 2.3318 0.334
C 0.3419 -8.0103 1.7076 -0.384
H 3.9380 4.2266 -4.6653 0.426
C -0.8325 -1.5422 -0.7461 -0.342
H 2.7301 -0.1958 -1.5745 0.219
H -1.6574 -2.3236 -1.1118 0.309
C 2.4531 -3.4248 -0.1811 -0.862
O 0.6076 -6.3950 4.8662 -0.543
H -4.4585 7.3909 2.6330 0.421
C -1.3490 7.9600 1.2396 0.260
C -1.0503 6.5704 0.8407 -0.355
N 2.4683 -1.9137 -0.2457 0.506
H -1.7134 4.5554 0.7886 0.646
O 4.7467 -1.1349 0.5445 -0.540
H 2.2452 -3.7036 0.9607 0.256
H -0.1508 -2.1270 0.0038 0.190
O -0.9647 -7.3204 -0.1279 -0.561
O -2.2985 2.3768 0.9764 -0.499
H 3.6232 -1.7976 -2.1771 0.302
O -0.5576 8.8674 1.0234 -0.529
O 1.1043 0.7858 -4.3260 -0.550
O 0.1972 3.0025 0.8868 -0.466
C 1.9005 4.7956 -4.1143 0.300
H 1.4280 -8.4327 3.4812 0.425
H -2.5043 2.6535 1.9338 0.312
H 1.1036 -2.8887 -2.6448 0.306
C 2.6352 -1.3823 -1.6516 -0.629
H -1.7851 -5.2827 1.2570 0.449
H -0.2109 4.9934 -3.5813 0.456
H 0.1862 0.2483 -1.9054 -0.152
C 1.2762 -1.7223 -2.5302 -0.640
C 2.9528 3.8222 -4.4678 -0.384
C -1.0934 -5.9364 1.7748 -0.340
C 0.2455 -6.6086 3.7173 0.361
H 0.6928 -8.8637 1.1402 0.440
H -3.6441 -2.9666 -0.3046 0.323
C -0.6989 -5.7051 3.0306 -0.339
H -2.8437 9.2368 2.1957 0.420
C 2.7729 -0.8070 2.2004 -0.257
H -2.0492 0.2109 -0.5564 0.499
H 0.6196 0.2010 0.4331 -0.144
H -0.4431 0.0262 2.0346 0.398
C -3.9905 -2.1615 0.4777 -0.956
O -1.6261 -2.5134 2.1426 -0.478
H 3.4643 -1.1668 3.0801 0.354
H 2.5652 0.3488 2.1877 0.135
H 1.5428 -3.9189 -0.7746 0.261
B -0.8710 1.9811 0.9285 0.527
C 0.2902 2.9576 -3.9103 -0.213
H 1.6986 -1.3226 2.2700 -0.130
O 2.1387 5.9939 -4.0521 -0.537
H -4.7785 -1.4081 -0.0047 0.349
C 3.4299 -1.2896 0.7413 0.148
C 0.7364 -7.7790 2.9634 -0.387
P -2.5304 -1.2401 1.3092 0.306
N -1.4912 -0.4205 0.0841 -0.150
C -0.6026 -7.1068 1.0209 0.344
```

The total charge is +1. As for the total energy: -61973.5766 eV.